(1)
{"formula": "C22H25AuN3", "method": "ωB97M-V/def2-TZVPD", "elements": ["Au", "C", "N", "C", "C", "C", "C", "C", "C", "C", "N", "C", "C", "C", "C", "C", "C", "N", "C", "C", "H", "H", "H", "H", "H", "H", "H", "H", "H", "H", "H", "H", "H", "H", "H", "H", "H", "H", "H", "H", "C", "C", "C", "C", "C", "C", "H", "H", "H", "H", "H"], "coordinates": [[-0.206, -0.331, -0.051], [-2.563, 0.634, -1.534], [-1.799, 0.972, -0.301], [-2.701, 0.895, 0.883], [-1.206, 2.340, -0.409], [-2.038, 3.417, -0.656], [-1.503, 4.686, -0.802], [-0.127, 4.847, -0.720], [0.707, 3.773, -0.466], [0.182, 2.489, -0.270], [0.900, 1.335, -0.018], [2.188, 1.133, 0.444], [3.104, 2.111, 0.846], [4.380, 1.759, 1.254], [4.788, 0.434, 1.280], [3.880, -0.553, 0.931], [2.597, -0.208, 0.549], [1.612, -1.284, 0.212], [2.005, -1.947, -1.065], [1.546, -2.304, 1.296], [-3.378, 1.344, -1.665], [-2.964, -0.370, -1.436], [-1.896, 0.692, -2.392], [-3.511, 1.614, 0.764], [-2.133, 1.140, 1.778], [-3.110, -0.109, 0.954], [-3.108, 3.280, -0.743], [-2.151, 5.529, -0.994], [0.311, 5.825, -0.866], [1.773, 3.930, -0.454], [2.818, 3.149, 0.870], [5.063, 2.540, 1.561], [5.789, 0.165, 1.584], [4.188, -1.589, 0.970], [2.989, -2.398, -0.942], [2.050, -1.198, -1.853], [1.273, -2.715, -1.308], [2.509, -2.802, 1.393], [0.787, -3.039, 1.045], [1.297, -1.811, 2.232], [-2.852, -4.371, -0.213], [-2.207, -3.915, -1.353], [-1.447, -2.751, -1.306], [-1.330, -2.030, -0.120], [-1.971, -2.503, 1.023], [-2.733, -3.664, 0.976], [-3.441, -5.277, -0.248], [-2.294, -4.463, -2.282], [-0.955, -2.410, -2.212], [-1.882, -1.971, 1.965], [-3.229, -4.018, 1.870]], "atomic_forces_ev_per_a": [[0.0, 0.1, -0.1], [0.0, 0.0, 0.0], [0.1, 0.0, 0.1], [0.0, 0.0, 0.0], [0.0, 0.0, 0.0], [0.0, 0.0, 0.0], [0.0, 0.0, 0.0], [-0.1, 0.0, 0.0], [0.0, 0.0, 0.0], [0.0, 0.0, 0.0], [0.0, -0.1, 0.1], [-0.1, -0.1, 0.0], [0.0, 0.1, 0.0], [0.0, 0.0, 0.0], [0.0, 0.0, 0.0], [0.0, 0.0, 0.0], [0.0, 0.0, -0.1], [0.0, 0.0, 0.0], [0.0, 0.0, 0.0], [0.0, 0.0, 0.0], [0.0, 0.0, 0.0], [0.0, 0.0, 0.0], [0.0, 0.0, 0.0], [0.0, 0.0, 0.0], [0.0, 0.0, 0.0], [0.0, 0.0, 0.0], [0.0, 0.0, 0.0], [0.0, 0.0, 0.0], [0.0, 0.0, 0.0], [-0.1, 0.0, 0.0], [0.0, -0.1, 0.0], [0.0, 0.0, 0.0], [0.0, 0.0, 0.0], [0.0, 0.0, 0.0], [0.0, 0.0, 0.0], [0.0, 0.0, 0.0], [0.0, 0.0, 0.0], [0.0, 0.0, 0.0], [0.0, 0.0, 0.0], [0.0, 0.0, 0.0], [0.0, 0.0, 0.0], [0.0, 0.0, 0.0], [0.0, 0.0, 0.0], [0.1, -0.1, 0.1], [0.0, 0.0, 0.0], [0.0, 0.0, 0.0], [0.0, 0.0, 0.0], [0.0, 0.0, 0.0], [0.0, 0.0, 0.0], [0.0, 0.0, 0.0], [0.0, 0.0, 0.0]], "gap_ev": 7.1, "charge": 1, "total_energy_ev": -31375.396}

(2)
{"formula": "C14H21BCl4K2NO10P", "method": "ωB97M-V/def2-TZVPD", "elements": ["C", "C", "C", "C", "C", "C", "P", "N", "O", "O", "C", "O", "C", "B", "O", "O", "C", "C", "O", "H", "H", "H", "H", "H", "H", "H", "H", "H", "H", "H", "H", "H", "H", "H", "C", "C", "O", "C", "O", "O", "H", "H", "H", "H", "Cl", "C", "Cl", "Cl", "Cl", "H", "K", "O", "H", "K"], "coordinates": [[4.290, 0.376, 0.224], [3.856, 1.698, -0.392], [2.364, 1.751, -0.738], [1.457, 2.479, 0.293], [0.251, 1.690, 0.682], [-1.029, 2.128, 0.706], [-1.416, 3.845, 0.278], [-0.948, 4.784, 1.430], [-2.989, 3.985, 0.061], [-0.801, 4.136, -1.168], [-2.139, 1.217, 1.094], [-3.249, 1.639, 1.354], [-1.891, -0.244, 1.167], [-3.057, -1.317, 1.271], [-3.845, -1.392, 2.392], [-3.255, -2.197, 0.238], [-0.621, -0.676, 1.155], [0.502, 0.273, 1.110], [1.608, -0.097, 1.443], [3.606, -0.401, -0.149], [5.324, 0.110, -0.020], [4.149, 0.428, 1.312], [4.158, 2.508, 0.274], [4.393, 1.782, -1.339], [1.990, 0.750, -0.947], [2.290, 2.299, -1.679], [2.024, 2.657, 1.215], [1.199, 3.455, -0.099], [-0.274, 5.477, 1.127], [-3.352, 4.117, 0.951], [-0.734, 5.098, -1.255], [-3.355, -1.139, 3.182], [-2.459, -2.743, 0.118], [-0.383, -1.728, 1.190], [-1.579, -2.783, -3.859], [-0.187, -2.185, -3.935], [0.114, -1.962, -2.551], [-0.637, -2.798, -1.820], [-0.491, -2.963, -0.642], [-1.565, -3.414, -2.569], [-1.780, -3.512, -4.638], [-2.364, -2.026, -3.867], [0.547, -2.878, -4.346], [-0.145, -1.253, -4.491], [3.970, 2.262, 3.208], [-4.666, -4.540, 2.891], [-6.374, -4.859, 3.196], [-3.683, -5.010, 4.284], [-4.123, -5.367, 1.433], [-4.542, -3.475, 2.734], [5.347, -1.706, 0.108], [4.732, 0.066, -2.950], [3.785, 0.184, -3.087], [5.980, 1.472, 4.420]], "atomic_forces_ev_per_a": [[-1.1, 1.6, 0.4], [0.3, -0.2, -0.4], [0.0, 0.6, 0.0], [0.4, -0.3, 0.2], [-0.5, 0.2, -0.2], [0.2, -0.3, -0.8], [0.3, 1.1, 1.6], [0.1, -0.2, -0.7], [0.2, -0.3, -0.2], [-0.2, -0.3, -0.2], [-0.3, 0.1, 0.2], [0.0, 0.0, 0.1], [0.7, -0.6, 0.0], [-0.1, 0.4, 0.0], [0.2, -0.6, 0.0], [-0.1, -0.2, 0.6], [-0.7, 0.4, 0.0], [0.3, -0.1, 0.3], [0.2, 0.0, 0.0], [0.2, 0.4, -0.1], [-0.7, 2.7, -0.2], [0.2, -0.2, 0.0], [-0.2, 0.1, 0.0], [0.1, -0.1, 0.0], [0.1, -0.1, -0.1], [-0.2, -0.1, 0.0], [0.0, -0.1, 0.0], [-0.2, 0.0, 0.1], [0.0, 0.1, 0.4], [-0.3, -0.1, -0.2], [0.0, -0.1, -0.2], [-0.3, 0.5, -0.1], [0.0, 0.2, -0.5], [0.3, 0.0, 0.2], [0.0, 0.1, -0.2], [0.0, 0.0, -0.2], [0.0, 0.0, 0.0], [0.1, 0.1, 0.1], [-0.2, -0.3, -0.1], [0.0, 0.0, 0.0], [0.0, -0.1, 0.1], [0.0, 0.0, 0.1], [0.0, 0.0, 0.0], [0.0, 0.1, 0.2], [-1.4, 0.6, -0.8], [0.0, 0.0, -0.1], [0.0, 0.0, 0.0], [0.0, 0.0, 0.0], [0.0, -0.1, 0.0], [0.0, 0.0, 0.0], [1.0, -4.1, -0.6], [0.2, -0.5, 0.7], [0.0, 0.0, 0.0], [1.5, -0.5, 1.0]], "gap_ev": 4.5, "total_energy_ev": -129529.761}

(3)
{"formula": "C20H46BClF5KMgNNaO15P2S2", "method": "ωB97M-V/def2-TZVPD", "elements": ["O", "C", "O", "C", "C", "C", "C", "O", "S", "O", "O", "C", "C", "C", "C", "C", "O", "C", "Cl", "C", "P", "O", "O", "S", "H", "H", "H", "H", "H", "H", "H", "H", "H", "H", "H", "H", "H", "H", "H", "H", "H", "H", "H", "H", "H", "H", "F", "K", "C", "O", "P", "O", "O", "C", "O", "C", "H", "H", "H", "H", "H", "H", "H", "H", "H", "O", "H", "H", "B", "F", "F", "F", "F", "Na", "C", "C", "C", "O", "H", "H", "H", "H", "H", "H", "H", "H", "Mg", "O", "H", "H", "C", "C", "N", "H", "H", "H"], "coordinates": [[5.108, -0.406, 1.331], [5.556, 0.659, 1.066], [5.985, 1.477, 2.038], [5.672, 1.222, -0.304], [5.224, 0.258, -1.403], [4.181, 0.814, -2.367], [2.782, 0.384, -1.938], [1.779, 0.886, -2.820], [1.459, 2.418, -2.709], [0.082, 2.518, -2.472], [1.826, 3.193, -3.820], [2.239, 3.071, -1.211], [1.645, 4.413, -0.869], [2.741, 5.561, -0.990], [2.617, 6.665, 0.145], [2.955, 6.096, 1.530], [1.825, 6.042, 2.338], [2.053, 2.071, -0.105], [2.874, 2.635, 1.404], [2.508, 0.644, -0.435], [1.175, -0.454, 0.178], [0.936, -0.021, 1.723], [1.838, -1.988, 0.208], [-0.459, -0.336, -0.740], [5.248, 1.626, 2.639], [5.101, 2.137, -0.364], [6.702, 1.489, -0.477], [4.817, -0.653, -0.993], [6.101, -0.044, -1.945], [4.350, 0.317, -3.308], [4.276, 1.868, -2.582], [2.782, -0.682, -2.087], [3.300, 3.166, -1.372], [1.192, 4.458, 0.109], [0.840, 4.663, -1.614], [2.654, 6.023, -1.989], [3.744, 5.186, -0.919], [1.650, 7.226, 0.172], [3.372, 7.396, -0.099], [3.680, 6.749, 1.984], [3.423, 5.127, 1.449], [1.367, 5.195, 2.250], [0.994, 2.066, 0.114], [3.352, 0.405, 0.190], [1.762, 0.317, 2.113], [1.266, -2.528, 0.755], [-0.017, -1.170, -3.167], [2.804, -2.694, 1.688], [-1.869, -6.952, 3.397], [-1.473, -6.592, 2.060], [-1.996, -5.186, 1.416], [-1.200, -4.299, 2.334], [-3.549, -5.349, 1.976], [-4.390, -6.463, 1.517], [-2.453, -3.829, 0.468], [-3.163, -4.101, -0.764], [-0.973, -7.321, 3.890], [-2.268, -6.110, 3.952], [-2.605, -7.753, 3.363], [-4.768, -6.988, 2.389], [-3.843, -7.160, 0.889], [-5.233, -6.063, 0.960], [-4.177, -4.444, -0.548], [-2.638, -4.850, -1.351], [-3.226, -3.182, -1.340], [-4.603, -8.975, -0.320], [-4.006, -9.726, -0.242], [-4.665, -8.841, -1.272], [-0.915, 4.558, 2.208], [0.282, 4.080, 1.603], [-1.119, 5.869, 1.755], [-1.961, 3.757, 1.806], [-0.779, 4.519, 3.578], [-3.488, -3.438, 2.116], [-5.109, 2.797, -0.419], [-4.284, 3.469, -1.509], [-3.019, 2.679, -1.829], [-3.932, 4.793, -1.096], [-4.538, 2.729, 0.506], [-6.004, 3.381, -0.203], [-5.412, 1.791, -0.719], [-4.887, 3.570, -2.412], [-2.378, 2.610, -0.951], [-2.444, 3.180, -2.608], [-3.253, 1.668, -2.169], [-3.407, 4.710, -0.294], [0.612, 6.748, -1.378], [-2.917, 3.757, 5.664], [-2.432, 3.091, 6.158], [-2.469, 3.791, 4.810], [-1.670, -8.991, -3.400], [-2.881, -9.712, -3.051], [-3.831, -10.292, -2.776], [-0.924, -9.663, -3.819], [-1.874, -8.218, -4.139], [-1.233, -8.513, -2.525]], "atomic_forces_ev_per_a": [[-1.4, -2.2, 0.4], [0.6, 1.3, 0.1], [0.2, 1.0, -0.3], [0.0, -0.7, -0.7], [0.1, 0.5, -0.2], [0.2, -0.6, -0.1], [1.0, -0.1, 0.4], [0.8, 0.8, 0.6], [-1.7, -0.1, -0.2], [-2.2, -0.2, 1.4], [2.4, 0.7, -1.4], [0.6, -1.0, -0.1], [0.9, 2.2, -0.9], [-1.8, 0.6, 0.8], [1.1, -1.0, -1.5], [-1.2, 0.2, 0.5], [0.3, 0.4, 0.4], [-0.6, -0.4, 0.4], [0.0, -0.2, -0.1], [-0.8, -0.4, 0.1], [-2.6, 0.8, -1.4], [1.6, -0.7, 0.2], [-3.6, 3.8, -5.4], [-0.1, -0.3, -0.3], [0.2, -0.2, 0.6], [-0.1, 0.4, 0.3], [0.4, 0.3, 0.1], [0.0, -0.4, 0.3], [0.3, -0.2, -0.4], [-0.1, 0.0, -0.6], [0.1, 0.4, 0.1], [-0.5, -0.5, -0.2], [0.3, 0.2, -0.4], [-0.1, -0.4, 0.3], [-0.1, -0.6, 0.1], [0.4, 0.0, -0.3], [0.4, -0.2, -0.1], [0.0, 0.1, 0.8], [0.0, 0.6, -0.3], [0.2, 0.4, 0.3], [0.2, -0.3, -0.4], [0.0, -0.1, 0.0], [-0.4, 0.1, 0.4], [0.6, -0.1, -0.3], [-0.2, 0.3, 0.4], [-2.4, 0.3, -1.7], [0.1, -0.1, 0.3], [6.8, -3.7, 8.0], [-0.5, -0.4, 0.4], [0.6, -0.4, -3.6], [-0.1, 1.7, 6.7], [0.0, 0.3, -0.7], [0.0, -2.2, -1.3], [-0.1, -0.2, 0.2], [1.6, -3.2, -3.2], [-0.5, 0.2, -0.5], [0.1, 0.0, -0.2], [0.1, 0.1, -0.1], [0.0, 0.0, -0.1], [0.1, 0.0, 0.1], [0.0, 0.0, 0.0], [0.1, 0.1, 0.0], [0.0, -0.1, 0.0], [0.0, 0.1, -0.1], [0.2, 0.1, 0.1], [0.2, 0.5, 0.3], [-0.2, -0.1, -0.1], [-0.2, -0.3, 0.0], [-1.4, 0.2, 0.6], [0.6, -0.6, -0.2], [0.3, 0.4, -0.6], [-0.3, -0.4, -0.4], [0.3, 0.0, 0.2], [-1.4, 3.9, 2.3], [-0.2, 0.1, -0.1], [0.3, -0.3, 0.4], [-0.2, 0.1, -0.2], [0.0, 0.2, -0.4], [0.2, -0.1, 0.1], [0.0, 0.0, -0.1], [0.0, 0.0, 0.0], [0.0, 0.2, 0.0], [0.0, -0.1, 0.2], [-0.1, -0.1, -0.1], [0.0, 0.0, 0.0], [0.0, -0.1, 0.3], [-0.1, -0.8, 0.5], [0.0, -0.2, -0.1], [0.0, 0.1, 0.1], [0.1, 0.2, 0.0], [0.3, 0.2, -0.2], [0.2, 0.0, -0.1], [-0.1, 0.0, 0.0], [-0.1, -0.1, 0.0], [-0.1, 0.0, 0.0], [-0.1, -0.1, 0.1]], "gap_ev": 1.8, "charge": 2, "total_energy_ev": -146892.876}

(4)
{"formula": "C5H8N2O3", "method": "ωB97M-V/def2-TZVPD", "elements": ["C", "C", "C", "C", "N", "O", "N", "C", "O", "H", "H", "H", "H", "H", "H", "O", "H", "H"], "coordinates": [[-0.431, -1.832, 0.084], [-0.548, -0.352, -0.170], [-0.557, 0.525, 1.034], [-1.152, 1.813, 1.205], [-0.950, 2.194, 2.429], [-0.298, 1.187, 3.040], [-0.026, 0.190, 2.175], [-0.217, 0.285, -1.485], [-1.555, 0.020, -1.103], [-0.359, -2.370, -0.868], [0.457, -2.050, 0.692], [-1.307, -2.190, 0.643], [-1.722, 2.410, 0.501], [0.058, 1.343, -1.512], [0.175, -0.353, -2.281], [2.863, -0.661, -1.378], [3.085, 0.081, -0.808], [2.482, -0.240, -2.198]], "atomic_forces_ev_per_a": [[0.3, -0.1, 0.0], [0.1, 0.2, -0.3], [0.0, 0.2, 0.3], [0.0, 0.0, -0.1], [-0.6, 0.2, -0.2], [0.4, 0.2, -0.1], [-0.2, -0.6, -0.4], [0.1, -0.4, 0.6], [-0.4, 0.2, -0.2], [0.0, 0.1, 0.2], [-0.2, 0.1, -0.2], [0.2, 0.2, -0.2], [0.2, -0.1, 0.2], [0.0, -0.3, 0.0], [-0.1, 0.2, 0.2], [-0.7, 0.6, -1.4], [0.0, 0.1, 0.1], [0.7, -0.7, 1.3]], "gap_ev": 11.1, "total_energy_ev": -14433.867}